Entry 1:
198
Properties=species:S:1:pos:R:3 method="wB97M-V/def2-TZVPD" orbital_gap_ha=0.323 homo_energy_ha=-0.321
C 2.2287 2.2734 -3.4703
C 0.6842 2.3494 -3.5802
C 0.2720 3.5648 -2.7212
O 0.6047 4.7648 -3.4878
C 0.3322 5.9865 -2.7967
N 0.3787 2.4852 -5.0421
H 2.7038 3.1554 -3.8999
H 2.6362 1.3287 -3.8303
H 2.5103 2.3780 -2.4225
H 0.2167 1.4233 -3.2457
H 0.7360 3.5003 -1.7370
H -0.7982 3.6626 -2.5386
H 0.5218 6.8252 -3.4667
H 0.7949 6.0343 -1.8109
H -0.7346 6.0261 -2.5767
H 1.1021 1.8971 -5.4305
H 0.6323 3.4155 -5.3428
C -1.7719 -4.1340 0.0252
C -1.7168 -4.3412 -1.4945
C -0.3261 -4.1021 -2.0772
O -0.4428 -4.0741 -3.5313
C 0.7615 -3.6527 -4.1818
N -2.1059 -5.6856 -1.6684
H -2.7695 -4.3885 0.3833
H -1.5999 -3.0948 0.3054
H -0.9988 -4.6277 0.6140
H -2.4778 -3.7444 -1.9972
H 0.4278 -4.8171 -1.7477
H 0.0662 -3.1499 -1.7203
H 1.5845 -4.3640 -4.1121
H 1.1403 -2.7059 -3.7967
H 0.6599 -3.4669 -5.2510
H -2.0378 -5.9123 -2.6502
H -3.0807 -5.6214 -1.4117
C -7.0116 -4.7112 -2.3611
C -5.6729 -3.9789 -2.5407
C -5.1483 -3.0797 -1.3893
O -6.0433 -2.0821 -1.0273
C -5.4590 -1.3218 0.0585
N -4.6711 -4.9218 -3.0728
H -7.8300 -4.0373 -2.1078
H -6.8406 -5.4106 -1.5427
H -7.2997 -5.3054 -3.2283
H -5.9182 -3.3109 -3.3663
H -4.2275 -2.5704 -1.6736
H -4.8539 -3.8126 -0.6382
H -4.5228 -0.8108 -0.1664
H -5.2238 -1.8793 0.9651
H -6.1749 -0.5592 0.3652
H -3.8361 -4.3550 -3.1137
H -4.8834 -5.0398 -4.0531
C 4.8436 2.6865 1.3202
C 3.6508 1.8850 0.8535
C 2.4463 2.7858 0.3720
O 1.9709 3.4256 1.6052
C 0.7920 4.2204 1.3685
N 4.0411 1.1028 -0.2715
H 5.0527 3.4930 0.6174
H 5.7169 2.0446 1.4361
H 4.6479 3.2543 2.2298
H 3.2614 1.2433 1.6439
H 1.6339 2.1883 -0.0416
H 2.8522 3.5030 -0.3414
H 0.5419 4.7878 2.2649
H 0.0384 3.4842 1.0890
H 0.8820 4.8947 0.5168
H 3.4628 0.3005 -0.4763
H 4.9864 0.7615 -0.1711
C 3.7466 0.9879 6.2206
C 4.9046 0.6037 5.2143
O 4.5317 -0.5146 4.4323
O 3.6702 0.0682 7.2844
H 2.8474 0.8608 5.6178
H 3.8004 2.0367 6.5124
H 5.7624 0.2979 5.8133
H 5.2076 1.4845 4.6483
H 5.3287 -0.7478 3.9506
H 3.4823 -0.7764 6.8685
C 1.7910 -2.4054 3.8566
C 1.6453 -2.6343 5.3515
O 2.8562 -2.3903 6.0737
O 1.9442 -1.0614 3.5825
H 1.0120 -2.9800 3.3555
H 2.7107 -2.9542 3.6540
H 1.2445 -3.5897 5.6903
H 0.9090 -1.9220 5.7238
H 3.3686 -3.2001 6.1309
H 2.7735 -0.6782 3.8774
C 3.4663 -2.4629 0.1122
C 2.9135 -3.9566 0.3252
O 1.6330 -3.9320 0.8769
O 2.6735 -1.8162 -0.7975
H 4.2783 -2.3738 -0.6094
H 3.5650 -1.7948 0.9678
H 3.5111 -4.6732 0.8888
H 2.7411 -4.3482 -0.6773
H 1.1958 -3.0826 0.9723
H 2.6531 -2.4770 -1.4935
C -0.2090 -0.0515 1.0014
C -0.6191 -0.0559 -0.4798
O 0.5273 0.0384 -1.3420
O 0.4921 -1.3080 1.2842
H -1.1072 0.0690 1.6070
H 0.4391 0.7889 1.2502
H -1.2592 0.8058 -0.6695
H -1.2516 -0.9335 -0.6133
H 1.1011 -0.7261 -1.2541
H 0.9617 -1.1515 2.1067
C 0.0667 2.4297 4.0785
C -0.4645 1.5943 5.2260
O -0.4404 0.1992 4.7516
O 1.4366 2.2352 3.8279
H -0.0678 3.5062 4.1842
H -0.4580 2.2937 3.1328
H -1.4858 1.8169 5.5350
H 0.1133 1.5619 6.1497
H 0.4663 0.0566 4.4702
H 1.6055 2.5798 2.9479
C -5.7287 1.8786 -1.9015
C -4.3295 2.4269 -2.2901
O -4.3026 2.7958 -3.6174
O -6.5651 3.0019 -2.1871
H -5.7530 1.7073 -0.8253
H -5.9876 0.9452 -2.4011
H -3.5219 1.7258 -2.0795
H -3.9578 3.2751 -1.7154
H -3.5946 2.2580 -3.9796
H -6.6910 3.0241 -3.1386
C -3.7794 1.7822 3.1734
C -3.9580 1.1631 1.8129
O -3.0673 1.7283 0.8783
O -4.5946 2.9490 3.3317
H -2.7440 2.0698 3.3561
H -4.1526 1.0402 3.8792
H -4.9715 1.1696 1.4120
H -3.6504 0.1179 1.8430
H -3.1315 2.6849 0.9261
H -5.5165 2.7104 3.2104
C -3.7313 -3.1766 3.9903
C -2.2020 -3.0525 3.8851
O -1.6893 -2.3187 4.9567
O -4.3656 -1.9408 3.7045
H -4.0688 -3.3814 5.0063
H -4.0654 -3.9797 3.3334
H -1.9775 -2.5665 2.9356
H -1.7556 -4.0436 3.8053
H -1.7006 -1.3837 4.7393
H -5.2150 -1.9701 4.1507
C 4.7273 -1.8508 -6.1564
C 5.9543 -1.2474 -6.9768
O 5.4126 -0.3322 -7.9764
O 4.0754 -1.0121 -5.2338
H 5.1137 -2.6637 -5.5416
H 4.0150 -2.2189 -6.8948
H 6.5401 -1.9138 -7.6099
H 6.6309 -0.7879 -6.2562
H 4.9838 0.3185 -7.4157
H 3.4029 -0.5148 -5.7049
C -4.2715 5.7926 0.3530
C -2.7109 5.5509 0.1978
O -2.1915 4.7752 1.2781
O -4.8233 6.7201 -0.5410
H -4.6177 6.1014 1.3393
H -4.8268 4.8555 0.3139
H -2.0835 6.4362 0.0949
H -2.5219 4.8667 -0.6294
H -1.8060 5.3775 1.9186
H -5.7734 6.5903 -0.5862
C 4.2460 -4.8164 -3.3318
C 5.4417 -5.6234 -2.6984
O 6.6495 -4.9142 -3.0027
O 3.9906 -3.5518 -2.8081
H 3.2828 -5.3130 -3.2149
H 4.4028 -4.6224 -4.3929
H 5.3560 -6.6594 -3.0260
H 5.4187 -5.6072 -1.6087
H 6.7755 -4.1382 -2.4517
H 4.5121 -2.8527 -3.2092
C -2.3989 0.1707 -4.9429
C -3.7039 -0.3827 -4.5578
O -3.7095 -1.7827 -4.8734
O -2.2489 1.5627 -4.6233
H -2.1374 -0.1137 -5.9621
H -1.5918 -0.3617 -4.4399
H -4.5841 0.0931 -4.9903
H -3.8028 -0.3191 -3.4742
H -4.3505 -1.8610 -5.5837
H -1.2990 1.7014 -4.6222
C 4.2913 5.6006 5.6775
C 3.2948 4.7661 4.8487
O 2.4287 3.9231 5.6242
O 5.4395 4.8754 6.1402
H 3.8474 5.9027 6.6261
H 4.6599 6.5296 5.2426
H 3.8861 4.0685 4.2555
H 2.6662 5.4138 4.2376
H 2.1035 3.1884 5.0988
H 5.3194 4.2593 6.8666



Entry 2:
92
Properties=species:S:1:pos:R:3 method="wB97M-V/def2-TZVPD" total_charge=+1 orbital_gap_ha="0.260 / 0.215" homo_energy_ha="-0.387 / -0.386" spin_multiplicity=5 s2=6.0147
Co -1.3966 2.2690 -0.5405
Br -7.6683 4.7440 -1.2055
C -5.9227 4.1231 -0.8766
C -4.9308 4.9854 -0.4328
C -3.6674 4.4683 -0.2279
N -3.3478 3.1925 -0.4471
C -4.3156 2.3612 -0.8747
C -5.6163 2.7885 -1.0876
C -3.8864 0.9785 -1.1769
C -4.7315 -0.1125 -1.0897
C -4.2141 -1.3667 -1.3883
Br -5.2993 -2.8911 -1.1874
C -2.9005 -1.4827 -1.8112
C -2.1294 -0.3377 -1.8725
N -2.5989 0.8651 -1.5358
H -5.1360 6.0313 -0.2597
H -2.8760 5.1116 0.1345
H -6.3639 2.0984 -1.4502
H -5.7550 -0.0128 -0.7588
H -2.4826 -2.4445 -2.0710
H -1.0945 -0.3822 -2.1853
F 2.6810 7.9325 -0.8629
C 1.5444 7.9982 -0.1515
F 0.7624 8.9253 -0.7218
F 1.8525 8.4123 1.0808
C 0.8527 6.6561 -0.1364
C 0.7617 5.9023 1.0204
C 0.0996 4.6862 0.9602
N -0.4594 4.2222 -0.1567
C -0.3579 4.9560 -1.2722
C 0.2933 6.1730 -1.3123
H 1.1759 6.2648 1.9500
H 0.0063 4.0697 1.8463
H -0.8292 4.5593 -2.1641
H 0.3490 6.7470 -2.2267
F -1.4047 -5.1655 0.1195
C -0.9151 -4.8514 1.3271
C 0.2273 -4.0754 1.4241
C 0.6288 -3.6922 2.6928
F 1.6640 -2.8491 2.8086
C -0.0272 -4.1119 3.8334
F 0.3826 -3.7217 5.0375
C -1.1441 -4.9241 3.7070
F -1.7928 -5.3308 4.7856
C -1.6016 -5.2826 2.4486
F -2.7078 -6.0121 2.3275
Ge 1.1986 -3.3237 -0.1270
S 0.9289 -1.1700 -0.0703
C 3.1411 -3.7547 -0.0959
C 3.8395 -4.4346 0.8857
F 3.1967 -4.9070 1.9534
C 5.2022 -4.6657 0.7769
F 5.8532 -5.3425 1.7164
C 5.8962 -4.1843 -0.3223
F 7.1990 -4.3905 -0.4273
C 5.2252 -3.4871 -1.3161
F 5.8937 -2.9809 -2.3513
C 3.8611 -3.3164 -1.1938
F 3.1912 -2.6861 -2.1834
C 0.6403 -4.3394 -1.7383
C 0.8641 -5.7052 -1.7208
F 1.4551 -6.2410 -0.6418
C 0.4818 -6.5327 -2.7596
F 0.7025 -7.8408 -2.7064
C -0.1421 -5.9739 -3.8660
F -0.5235 -6.7406 -4.8748
C -0.3638 -4.6069 -3.9185
F -0.9586 -4.0703 -4.9835
C 0.0292 -3.8115 -2.8569
F -0.2091 -2.4883 -2.9208
C 3.4598 0.6478 -2.0983
N 2.7475 1.7072 -1.3920
C 3.5123 2.5329 -0.4619
C 1.4577 1.7965 -1.4390
N 0.3066 1.9277 -1.5090
H 4.2674 1.0820 -2.6882
H 2.7768 0.1163 -2.7538
H 3.8794 -0.0607 -1.3829
H 4.2546 3.1158 -1.0080
H 4.0230 1.8943 0.2604
H 2.8469 3.2096 0.0698
Se -1.2055 0.5619 1.2251
C -0.7331 1.1754 2.9701
C -0.0367 0.3526 3.8447
C 0.1924 0.8137 5.1351
N -0.2027 2.0073 5.5599
C -0.8613 2.7922 4.7194
C -1.1613 2.4225 3.4158
H 0.3385 -0.6123 3.5291
H 0.7219 0.1997 5.8546
H -1.1640 3.7603 5.1050
H -1.7310 3.0767 2.7666



Calculated energy above the lowest of the compared OMol25 structures with the same formula, charge and spin in order - 486.8; 103.3 kJ/mol
Calculated strongest force on any atom in order - 0.082; 0.016 Eh/bohr
Calculated calculated total energy in order - -112906.3759; -412136.5088 eV